No. 1
# C3H6ClNO

2 unconnected molecules or ions with the total composition C3H6ClNO (ωB97M-V/def2-TZVPD, the OMol25 dataset).

The geometry in XYZ format:
```
12
Properties=species:S:1:pos:R:3:mulliken_charge:R:1
N -2.183 -1.837 -0.177 -0.5163
H 1.645 0.238 1.418 0.2697
H 1.078 1.814 -0.742 0.3910
C 1.468 0.012 0.370 -0.7244
C 0.531 1.052 -0.220 -0.2287
H 2.421 0.082 -0.143 0.2975
Cl -2.445 0.671 0.476 -0.0256
C -1.761 -0.685 -0.173 0.2838
O -0.280 1.620 0.641 -0.4572
H -1.488 -2.503 -0.574 0.2714
H -0.018 0.459 -1.014 0.2587
H 1.033 -0.921 0.140 0.1801
```

Properties
- energy above the lowest of the compared OMol25 structures with the same formula, charge and spin (eV) = 5.644
- E_HOMO (alpha / beta) (eV) = -10.132 / -8.846
- Kohn-Sham gap (alpha / beta) (eV) = 9.2 / 7.7

---

No. 2
# C3H6ClNO

A molecular structure, C3H6ClNO (ωB97M-V/def2-TZVPD, the OMol25 dataset).

The geometry in XYZ format:
```
12
Properties=species:S:1:pos:R:3:mulliken_charge:R:1
H 0.332 0.523 -1.961 0.3162
O -2.281 0.137 -0.653 -0.2850
H -1.456 -0.121 2.208 0.0898
C -0.001 -0.163 0.025 1.0874
H 1.531 -0.560 1.292 0.2099
H 0.787 -1.092 -1.931 0.3113
C 0.799 -0.181 -1.251 -1.0176
N 0.534 -0.423 1.212 -0.4237
H 1.929 0.063 -0.996 0.2977
C -1.358 0.172 0.040 -0.2075
Cl -0.443 2.031 0.035 -0.2826
H -0.374 -0.384 1.981 -0.0958
```

Properties
- energy above the lowest of the compared OMol25 structures with the same formula, charge and spin (eV) = 5.043
- E_HOMO (alpha / beta) (eV) = -8.947 / -8.946
- Kohn-Sham gap (alpha / beta) (eV) = 8.6 / 8.6

---

No. 3
# C3H6ClNO

C3H6ClNO in the gas phase (ωB97M-V/def2-TZVPD, the OMol25 dataset).

The geometry in XYZ format:
```
12
Properties=species:S:1:pos:R:3:mulliken_charge:R:1
O -0.518 1.565 -0.594 -0.3213
H -0.047 -1.764 -0.352 0.2800
H -1.552 -1.037 -0.039 0.3750
C 0.029 0.371 -0.067 1.2050
C -0.618 -0.849 -0.600 -1.3694
H 0.689 1.100 1.965 0.3838
H 1.080 -0.528 1.351 0.3760
H -0.486 -0.329 1.838 0.2942
Cl 1.156 0.509 -2.442 -0.1538
C 0.404 0.255 1.414 -1.3168
H -0.908 -0.567 -1.602 0.4885
N 0.772 1.276 -0.871 -0.2413
```

Properties
- energy above the lowest of the compared OMol25 structures with the same formula, charge and spin (eV) = 4.199
- E_HOMO (eV) = -9.866
- Kohn-Sham gap (eV) = 10.6
- SMILES = CC1(C)ON1Cl

---

No. 4
# C3H6ClNO

C3H6ClNO in the gas phase (ωB97M-V/def2-TZVPD, the OMol25 dataset).

The geometry in XYZ format:
```
12
Properties=species:S:1:pos:R:3:lowdin_spin:R:1
O 1.150 1.252 -0.690 0.0540
H 0.850 -1.113 1.159 0.0066
H 0.206 -2.095 -0.204 0.0139
C -0.995 0.492 0.077 0.5491
H -1.893 1.511 1.463 0.0355
H 1.861 -1.396 -0.287 0.0196
C 0.858 -1.294 0.095 0.2740
H 0.042 -0.079 -1.736 0.0221
C 0.229 0.242 -0.714 0.1414
Cl -2.271 -0.697 -0.190 0.1210
H 1.015 1.760 0.123 0.0039
N -1.054 1.417 0.904 0.7589
```

Properties
- energy above the lowest of the compared OMol25 structures with the same formula, charge and spin (eV) = 1.237
- E_HOMO (alpha / beta) (eV) = -5.380 / -9.798
- 2S+1 = 3
- Kohn-Sham gap (alpha / beta) (eV) = 6.3 / 6.0
- <S²> = 2.01

---

Strongest force on any atom per entry: 0.034 0.115 0.082 0.196 hartree/bohr